No. 1
Below is a structure of composition C19H22AsN2NiO2S, with properties calculated with ωB97M-V with the def2-TZVPD basis set.

HOMO energy (spin up / spin down), eV: -2.26 / -2.28
Frontier orbital gap (spin up / spin down), eV: 4.284 / 4.309
Spin multiplicity: 3
Relative energy (zero: lowest compared OMol25 entry of this formula, charge and spin), eV: 14.612
Total charge: -1

Structure (XYZ):
```
48
C19H22AsN2NiO2S | the OMol25 dataset | ωB97M-V with the def2-TZVPD basis set
As 4.94814 14.52085 11.53283
Ni 5.57544 12.35796 12.16570
S 5.22447 10.94304 10.21104
O 6.30956 10.47581 12.87310
O 3.76953 13.32305 13.86744
N 4.46922 13.33853 15.08448
N 5.45575 9.56311 12.58573
C 4.80548 17.45544 9.73854
C 5.50692 16.33118 7.78487
C 5.54583 14.28662 15.29547
C 4.15660 18.22871 8.87714
C 5.02540 17.14262 6.91812
C 4.51115 15.90193 12.76166
C 4.07321 7.31491 11.91516
C 4.91247 9.52986 11.25582
C 4.54638 7.51484 13.22415
C 4.13118 8.42141 11.03064
C 5.55970 16.41667 9.30162
C 5.23062 8.65120 13.58966
C 4.23331 12.21351 15.97202
C 3.42707 14.60962 10.45285
C 6.30128 14.14614 16.42805
C 5.31444 11.91557 16.92265
C 6.12530 15.53025 10.35482
C 4.24229 18.18451 7.48340
C 6.33366 12.75834 16.89267
H 3.56820 8.38947 10.00549
H 6.96799 15.06722 16.92992
H 5.36741 14.81511 14.45338
H 3.44693 11.36134 15.90184
H 4.46926 6.58745 13.86720
H 3.94016 19.19995 9.47978
H 6.13433 15.19332 7.68843
H 4.80151 17.76032 10.77619
H 4.23003 19.04690 6.67757
H 2.86135 14.50128 11.27975
H 3.98886 15.80126 13.69222
H 5.43746 17.26008 5.76450
H 3.38397 13.79130 9.70782
H 5.77601 10.99046 17.40305
H 5.73140 8.86880 14.59196
H 3.19708 6.55185 11.68915
H 6.44467 16.27944 10.99455
H 6.72170 14.72212 10.13682
H 6.79831 12.24538 17.70782
H 4.46190 16.97219 12.58334
H 3.64178 15.63633 9.94289
H 4.09821 20.74274 11.74027
```

***

No. 2
Below is a structure of composition C20H25N6OPdS, with properties calculated with ωB97M-V with the def2-TZVPD basis set.

HOMO energy, eV: -2.06
Frontier orbital gap, eV: 4.962
Total charge: -1

Structure (XYZ):
```
54
C20H25N6OPdS | the OMol25 dataset | ωB97M-V with the def2-TZVPD basis set
Pd -0.17404 -0.01487 0.31108
S -1.78850 1.66326 1.45777
O 0.20156 -3.39463 0.18574
N -1.94061 -0.83620 -1.10045
N 2.36869 0.06555 0.36532
N -2.18358 -2.10052 -0.73377
N -2.29508 3.83436 -0.00046
N -0.11459 3.19578 -0.05735
N 0.75283 2.16561 0.08725
C 2.54233 3.82652 0.18335
C 4.30794 1.47027 0.39266
C 0.79452 -3.22078 -2.11963
C 2.69152 5.97195 1.27962
C -4.13924 -1.29028 -1.28349
C 4.55223 -0.88935 0.64117
C 2.91811 1.29024 0.29080
C 1.02540 -3.96676 -0.81844
C 0.21741 -2.32655 2.36240
C 3.49330 6.45569 0.25217
C 2.01274 2.44052 0.16123
C 2.21928 4.67293 1.24404
C 3.33728 4.32321 -0.84350
C 3.17523 -0.97449 0.52970
C 3.81227 5.62709 -0.81161
C 5.12610 0.37593 0.56764
C -3.48911 -2.41077 -0.81380
C 0.64819 -3.52867 1.53466
C -1.31808 2.92648 0.42083
C -3.11832 -0.33652 -1.43618
H 0.15743 -1.38661 1.75257
H -0.26485 -2.98617 -2.24991
H 3.58061 3.67914 -1.68056
H -3.17870 0.69582 -1.73786
H -5.19225 -1.17651 -1.46884
H 4.72464 2.46580 0.34502
H -1.89478 4.69577 -0.34261
H 1.32903 -2.27322 -2.12391
H 1.73980 -3.62183 1.52930
H 2.07538 -3.87279 -0.51433
H 0.94454 -2.14282 3.15617
H 2.67661 -1.93241 0.57660
H -1.41334 -2.63757 -0.34423
H 0.81735 -5.04253 -0.92852
H 2.42931 6.61365 2.11206
H 1.58088 4.29601 2.03258
H -0.75426 -2.46121 2.83911
H 4.42734 5.99432 -1.62445
H 6.19820 0.50748 0.65473
H -3.05425 3.93966 0.65015
H 1.11284 -3.82394 -2.97210
H -3.85198 -3.38228 -0.52472
H 0.25582 -4.47307 1.94296
H 3.85800 7.47490 0.27946
H 5.14755 -1.78128 0.78398
```